66
Properties=species:S:1:pos:R:3:nbo_charge:R:1 method="wB97M-V/def2-TZVPD" energy_ha=-2251.609488 gap_ev=6.82 homo_ev=-8.62 charge=0
C 3.95004 -0.03991 1.14391 -0.289
C 3.23290 0.53521 0.06316 -0.051
C 2.54940 0.81178 -1.41345 -0.499
C 1.17678 1.69596 -1.26464 0.031
C -0.33236 0.98174 -1.26757 -0.163
S -0.43481 -0.91685 -1.39177 -0.050
C -1.74707 1.86097 -1.16574 -0.007
C -3.16931 1.02041 -1.22751 -0.163
O -3.42242 0.17904 -0.04489 -0.281
O -4.06242 -0.86848 -0.52870 -0.454
C -1.70436 3.51767 -1.02410 -0.229
C -0.22683 4.29878 -1.01319 0.117
N 0.06001 5.80183 -0.93495 -0.569
S 1.83856 5.84030 -1.03257 0.791
N 2.44679 4.19071 -1.16279 -0.538
C 1.15031 3.35850 -1.13594 0.097
H 4.41429 -0.45945 2.16052 0.298
H 3.33352 1.42176 -2.03917 0.269
H 2.30967 -0.18501 -2.00991 0.283
H -0.33541 -1.42409 -0.08008 0.167
H -3.09848 0.28335 -2.16391 0.222
H -4.07352 1.75144 -1.49427 0.236
H -3.39071 -1.58056 -0.82254 0.480
H -2.72255 4.12484 -0.94528 0.266
C 6.45060 0.61996 4.90792 -0.246
O 5.27270 -0.04186 4.48488 -0.728
H 6.35548 1.68683 4.69277 0.190
H 6.58341 0.47767 5.98324 0.165
H 7.31039 0.21662 4.36724 0.164
H 5.38632 -0.98584 4.68849 0.463
C -6.81178 3.33364 -3.22670 -0.245
O -5.79202 2.46258 -2.77313 -0.732
H -6.35112 4.20641 -3.69534 0.188
H -7.43533 2.81573 -3.95962 0.164
H -7.42014 3.65681 -2.37834 0.163
H -6.23072 1.69820 -2.36234 0.469
C -1.30347 5.15464 -4.37572 -0.245
O -1.80094 6.44434 -4.06980 -0.728
H -1.76972 4.80385 -5.29936 0.181
H -0.22040 5.20389 -4.51265 0.159
H -1.54776 4.46660 -3.56259 0.168
H -1.36966 6.72919 -3.24619 0.469
C 0.18189 -0.92193 3.41098 -0.245
O -0.72762 -1.74715 2.70656 -0.740
H 1.08648 -1.49475 3.62816 0.170
H 0.44030 -0.05577 2.79683 0.177
H -0.27330 -0.59425 4.34889 0.168
H -1.51972 -1.21220 2.52798 0.474
C -2.20347 -4.72928 -1.27393 -0.241
O -2.70094 -3.43959 -0.96802 -0.750
H -2.66972 -5.08008 -2.19757 0.181
H -1.12040 -4.68004 -1.41086 0.182
H -2.44776 -5.41732 -0.46081 0.172
H -2.26966 -3.15474 -0.14440 0.467
C 1.58879 -5.49245 0.31123 -0.253
O 0.41089 -6.15426 -0.11181 -0.737
H 1.49367 -4.42557 0.09608 0.173
H 1.72160 -5.63473 1.38655 0.191
H 2.44858 -5.89579 -0.22944 0.162
H 0.52451 -7.09825 0.09180 0.465
C 3.48189 -3.57110 3.61182 -0.248
O 2.57238 -4.39632 2.90740 -0.728
H 4.38648 -4.14392 3.82900 0.183
H 3.74030 -2.70494 2.99766 0.161
H 3.02670 -3.24341 4.54972 0.164
H 1.78028 -3.86137 2.72881 0.472



105
Properties=species:S:1:pos:R:3:mulliken_charge:R:1 method="wB97M-V/def2-TZVPD" energy_ha=-2469.086562 gap_ev=9.92 homo_ev=-9.43 de_lowest_ev=0.000 charge=0
C -2.37061 -2.09863 3.80330 -0.326
C -1.25473 -1.68944 2.87278 2.335
C 0.01948 -2.31821 3.50760 -0.285
O -0.39105 -3.00450 4.70016 -0.543
C -1.66635 -2.56334 5.08516 -0.661
H -2.95350 -2.94306 3.42719 0.197
H -3.06059 -1.27825 3.99259 0.186
H -1.10076 -0.60834 2.85349 -1.088
H -1.27167 -1.97642 1.81961 -0.820
H 0.75665 -1.55121 3.76878 0.121
H 0.50120 -3.08593 2.90486 0.228
H -1.61597 -1.72907 5.80881 0.241
H -2.20578 -3.34549 5.62037 0.408
C -4.47083 -1.02591 -0.33463 -0.005
C -5.37517 -0.64363 0.82666 -0.805
C -4.46579 0.26404 1.63361 0.381
O -3.63691 0.91676 0.67786 -0.430
C -3.71556 0.28255 -0.60073 0.244
H -5.04633 -1.40460 -1.17822 0.494
H -3.74128 -1.77710 -0.02339 -0.221
H -5.77398 -1.51878 1.33855 0.388
H -6.23174 -0.06632 0.46612 0.296
H -3.86866 -0.30105 2.35876 -0.645
H -4.96996 1.02230 2.23747 0.471
H -2.73310 0.01183 -0.98542 -0.481
H -4.27889 0.94337 -1.26319 0.408
C 0.27254 -1.19915 -3.77644 -0.208
C -1.02723 -0.59594 -3.29837 0.116
C -1.84860 -1.86482 -3.04448 0.448
O -1.49510 -2.74801 -4.11961 -0.492
C -0.24918 -2.32294 -4.68148 -0.748
H 0.83872 -1.63703 -2.95422 -0.094
H 0.95303 -0.58032 -4.36420 0.443
H -1.52682 0.02355 -4.04568 0.470
H -0.91924 0.02906 -2.40904 -0.376
H -2.91780 -1.66487 -3.00217 0.191
H -1.51340 -2.39825 -2.14950 -0.449
H -0.45079 -1.98878 -5.70396 0.354
H 0.46410 -3.14902 -4.74386 0.320
C 6.14314 1.21838 -2.80640 -0.604
C 4.80132 1.12684 -2.09534 -0.107
C 4.89546 2.22873 -1.02677 0.136
O 6.06856 2.98433 -1.29382 -0.486
C 6.51149 2.68688 -2.61244 -0.493
H 6.09647 0.92381 -3.85572 0.349
H 6.93513 0.62231 -2.35083 0.265
H 4.56374 0.11812 -1.75186 0.249
H 4.00043 1.32577 -2.81376 0.065
H 4.94167 1.85066 -0.00418 0.059
H 4.00633 2.86998 -1.07242 -0.002
H 7.59349 2.81902 -2.66804 0.326
H 6.06668 3.37931 -3.33689 0.248
C -0.51798 1.34843 5.05327 0.194
C -1.92786 1.83097 4.67797 -0.636
C -1.73132 2.33648 3.25813 0.248
O -0.40663 2.88840 3.25345 -0.462
C 0.33303 2.43983 4.38273 -0.313
H -0.32494 0.34646 4.67444 -0.476
H -0.42675 1.31889 6.13958 0.458
H -2.17909 2.67982 5.32002 0.351
H -2.71882 1.09128 4.80388 0.283
H -2.40639 3.15412 2.99631 0.339
H -1.85732 1.57291 2.48466 -0.339
H 0.54011 3.25380 5.07908 0.334
H 1.26171 1.96756 4.04954 0.073
C -0.76233 -4.93351 -0.62778 -0.513
C -2.18046 -4.69381 -0.12363 0.349
C -2.18743 -5.57645 1.11617 -0.749
O -0.88895 -5.40592 1.69364 -0.494
C 0.02723 -5.02986 0.67673 0.594
H -0.41902 -4.15624 -1.30681 -0.019
H -0.75463 -5.87098 -1.19002 0.353
H -2.95460 -4.95718 -0.84567 0.613
H -2.36014 -3.64838 0.14797 -0.585
H -2.31022 -6.62768 0.82399 0.294
H -2.90393 -5.33118 1.89764 0.359
H 0.89398 -5.68638 0.57174 0.461
H 0.39692 -4.02975 0.93065 -0.709
O 2.62737 5.53123 -4.85462 -0.646
S 1.20352 5.46354 -4.83053 1.254
O 0.46673 5.27677 -6.02020 -0.631
O 0.77738 4.26375 -3.88408 -0.283
C 1.52736 4.06912 -2.67801 -0.620
C 1.24687 2.69278 -2.14357 -0.206
C 0.52714 6.85873 -3.97358 -0.868
H 1.29706 4.83771 -1.92823 0.287
H 2.59892 4.20857 -2.84336 0.485
H 1.58315 1.89912 -2.81061 0.109
H 0.18899 2.55752 -1.91507 0.375
H 1.79882 2.54709 -1.21390 -0.188
H 0.35885 6.56023 -2.94447 0.301
H -0.38609 7.09891 -4.50723 0.318
H 1.23625 7.68042 -4.00668 0.336
F 0.32332 -1.92713 -0.51923 -0.199
C 1.15528 -1.12096 0.17578 0.182
C 0.84037 0.21135 0.34293 -0.153
C 1.69223 1.00097 1.09083 -0.628
C 2.80294 0.43314 1.69852 -1.271
C 3.09578 -0.91784 1.54955 -0.928
C 2.28663 -1.67966 0.73149 -0.345
H -0.03841 0.60457 -0.15531 0.667
H 1.48671 2.04943 1.26315 0.959
H 3.40258 1.05154 2.35705 0.513
H 3.91254 -1.35715 2.10367 0.531
H 2.47127 -2.74454 0.64133 0.573



53
Properties=species:S:1:pos:R:3:nbo_charge:R:1 method="wB97M-V/def2-TZVPD" energy_ha=-1295.587749 gap_ev=6.56 homo_ev=-3.68 charge=-1
Pd -0.22941 0.59684 -1.90125 0.048
C -3.91884 2.42508 -1.94136 -0.226
C -2.88236 3.13600 -2.81953 -0.222
N -1.60440 3.52963 -2.25897 -0.633
C -1.57904 4.31386 -1.04029 -0.222
C -1.94129 3.58906 0.28144 -0.232
N -1.45833 2.23962 0.29386 -0.684
C -2.27737 1.18999 0.83598 -0.232
C -3.61342 1.03732 0.08489 -0.217
N -3.50372 1.14953 -1.36656 -0.650
H -4.80459 2.27588 -2.57598 0.167
H -4.23839 3.11208 -1.15112 0.165
H -3.37744 4.02860 -3.22482 0.172
H -2.65766 2.49321 -3.67685 0.191
H -1.00430 2.70980 -2.13873 0.361
H -2.23290 5.18577 -1.16262 0.173
H -0.55990 4.69819 -0.94106 0.191
H -3.02421 3.56822 0.40991 0.174
H -1.55571 4.20232 1.11331 0.162
H -0.46699 2.09943 0.43797 0.430
H -2.51312 1.30432 1.91087 0.146
H -1.70048 0.26801 0.73108 0.232
H -4.33517 1.78338 0.43193 0.167
H -4.03516 0.06445 0.36268 0.180
H -2.53119 0.93677 -1.60648 0.356
O 0.09495 -1.49202 0.13846 -0.721
C 1.49080 -1.36206 0.43773 0.076
C 1.98057 0.12497 0.19492 0.778
O 3.19718 0.29167 0.30939 -0.725
O 1.09189 0.97257 -0.07488 -0.838
C 2.26254 -2.26329 -0.52061 -0.033
C 2.20416 -1.96610 -1.88248 -0.200
C 2.84315 -2.77023 -2.81205 -0.215
C 3.55683 -3.88896 -2.39903 -0.229
C 3.61231 -4.19619 -1.04935 -0.236
C 2.96658 -3.39091 -0.11790 -0.155
C 1.70235 -1.71460 1.90721 -0.040
C 2.95189 -1.56911 2.51416 -0.203
C 3.13075 -1.89963 3.84775 -0.224
C 2.06884 -2.37697 4.60683 -0.234
C 0.82511 -2.51723 4.01404 -0.242
C 0.64438 -2.18988 2.67458 -0.154
H 0.00337 -2.13885 -0.56683 0.481
H 1.64163 -1.09672 -2.22665 0.223
H 2.78908 -2.51472 -3.86331 0.205
H 4.06393 -4.51347 -3.12448 0.200
H 4.16060 -5.06753 -0.71140 0.200
H 3.02027 -3.64559 0.93223 0.213
H 3.76717 -1.17401 1.92402 0.256
H 4.10765 -1.77746 4.30054 0.201
H 2.21134 -2.63030 5.65062 0.198
H -0.01607 -2.87962 4.59326 0.199
H -0.32782 -2.29110 2.21493 0.223



68
Properties=species:S:1:pos:R:3:nbo_charge:R:1 method="wB97M-V/def2-TZVPD" energy_ha=-4280.952270 gap_ev="3.26 / 3.04" homo_ev="-15.94 / -15.94" de_lowest_ev=3.164 charge=+3
La 0.93886 0.24726 -0.65819 1.773
P 2.62657 -2.21475 -0.11966 0.670
P 1.73425 1.48206 1.99396 0.705
P -0.59197 -0.64719 -2.81351 0.794
H -1.07520 5.17677 -0.49588 0.214
C -1.65780 4.49299 -1.15395 -0.398
C -2.65933 3.72120 -0.65090 -0.383
H -2.76182 3.58498 0.42736 0.207
C 4.31710 -2.26244 -0.84601 -0.905
C 3.02626 -2.65774 1.61956 -0.909
C 1.97696 -3.82376 -0.72706 -0.917
C 0.83190 3.06146 2.28734 -0.919
C 1.68851 0.67322 3.64213 -0.916
C 3.47460 2.07044 2.00847 -0.907
C -1.88949 0.37840 -3.55606 -0.913
C -1.26137 -2.34102 -2.77767 -0.931
C 0.46844 -0.93821 -4.34258 -0.866
H -1.40373 4.50139 -2.21975 0.203
H -3.21392 3.04583 -1.30044 0.196
H 4.89620 -3.08344 -0.39883 0.270
H 4.81677 -1.30365 -0.65804 0.254
H 4.24701 -2.41014 -1.93128 0.257
H 3.84743 -3.38988 1.64253 0.276
H 2.14442 -3.08467 2.11579 0.250
H 3.33462 -1.75514 2.16594 0.245
H 2.69195 -4.63317 -0.51732 0.280
H 1.81369 -3.76250 -1.81166 0.240
H 1.01875 -4.05304 -0.24158 0.241
H 1.53077 3.86715 2.55211 0.276
H 0.09403 2.93361 3.09060 0.269
H 0.29676 3.34513 1.36853 0.236
H 2.50082 1.02760 4.29074 0.278
H 1.80275 -0.40890 3.50318 0.241
H 0.72837 0.85918 4.13804 0.263
H 3.60826 2.84030 2.78250 0.270
H 3.72786 2.47764 1.01449 0.248
H 4.14608 1.22276 2.20399 0.253
H -1.77832 0.42057 -4.64410 0.279
H -1.76781 1.37369 -3.12491 0.254
H -2.83854 -0.05752 -3.24105 0.277
H -1.51110 -2.70776 -3.77914 0.297
H -2.17621 -2.33903 -2.18291 0.261
H -0.56861 -3.06730 -2.33811 0.262
H -0.14778 -0.87010 -5.25523 0.293
H 0.95922 -1.92563 -4.38930 0.273
H 1.26869 -0.19328 -4.45305 0.262
C 3.07265 3.05369 -2.72332 -0.214
C 2.23598 4.19061 -2.57787 -0.160
C 2.37482 5.32198 -3.41754 -0.219
C 3.32169 5.32237 -4.45916 -0.099
C 4.06863 4.14105 -4.71306 -0.183
C 3.88630 3.04228 -3.86300 -0.217
Se 3.41682 1.60784 -1.48365 -0.074
H -1.22095 -0.13323 -1.36465 -0.044
H 1.49692 4.21727 -1.78218 0.204
H 1.77039 6.22783 -3.27894 0.255
H 3.49721 6.21560 -5.08645 0.259
H 4.78390 4.10113 -5.54432 0.261
H 4.51935 2.15293 -4.06298 0.236
C -2.23438 -2.68740 1.99473 -0.666
C -1.06874 -2.50559 1.04035 -0.051
O -0.78707 -1.08911 0.76890 -0.826
H -2.05458 -2.19116 2.95423 0.238
H -2.33970 -3.75793 2.19783 0.273
H -3.18548 -2.34072 1.57562 0.235
H -0.12546 -2.88259 1.44460 0.188
H -1.23342 -2.99763 0.07108 0.182
H -1.53552 -0.57328 1.11637 0.519



Question: The highest charge belongs to which entry?
Answer: C19H43LaOP3Se



Question: Among the records above, which one has the lowest charge?
Answer: C20H26N3O3Pd



Please write out number 4 again, unchanged.
68
Properties=species:S:1:pos:R:3:nbo_charge:R:1 method="wB97M-V/def2-TZVPD" energy_ha=-4280.952270 gap_ev="3.26 / 3.04" homo_ev="-15.94 / -15.94" de_lowest_ev=3.164 charge=+3
La 0.93886 0.24726 -0.65819 1.773
P 2.62657 -2.21475 -0.11966 0.670
P 1.73425 1.48206 1.99396 0.705
P -0.59197 -0.64719 -2.81351 0.794
H -1.07520 5.17677 -0.49588 0.214
C -1.65780 4.49299 -1.15395 -0.398
C -2.65933 3.72120 -0.65090 -0.383
H -2.76182 3.58498 0.42736 0.207
C 4.31710 -2.26244 -0.84601 -0.905
C 3.02626 -2.65774 1.61956 -0.909
C 1.97696 -3.82376 -0.72706 -0.917
C 0.83190 3.06146 2.28734 -0.919
C 1.68851 0.67322 3.64213 -0.916
C 3.47460 2.07044 2.00847 -0.907
C -1.88949 0.37840 -3.55606 -0.913
C -1.26137 -2.34102 -2.77767 -0.931
C 0.46844 -0.93821 -4.34258 -0.866
H -1.40373 4.50139 -2.21975 0.203
H -3.21392 3.04583 -1.30044 0.196
H 4.89620 -3.08344 -0.39883 0.270
H 4.81677 -1.30365 -0.65804 0.254
H 4.24701 -2.41014 -1.93128 0.257
H 3.84743 -3.38988 1.64253 0.276
H 2.14442 -3.08467 2.11579 0.250
H 3.33462 -1.75514 2.16594 0.245
H 2.69195 -4.63317 -0.51732 0.280
H 1.81369 -3.76250 -1.81166 0.240
H 1.01875 -4.05304 -0.24158 0.241
H 1.53077 3.86715 2.55211 0.276
H 0.09403 2.93361 3.09060 0.269
H 0.29676 3.34513 1.36853 0.236
H 2.50082 1.02760 4.29074 0.278
H 1.80275 -0.40890 3.50318 0.241
H 0.72837 0.85918 4.13804 0.263
H 3.60826 2.84030 2.78250 0.270
H 3.72786 2.47764 1.01449 0.248
H 4.14608 1.22276 2.20399 0.253
H -1.77832 0.42057 -4.64410 0.279
H -1.76781 1.37369 -3.12491 0.254
H -2.83854 -0.05752 -3.24105 0.277
H -1.51110 -2.70776 -3.77914 0.297
H -2.17621 -2.33903 -2.18291 0.261
H -0.56861 -3.06730 -2.33811 0.262
H -0.14778 -0.87010 -5.25523 0.293
H 0.95922 -1.92563 -4.38930 0.273
H 1.26869 -0.19328 -4.45305 0.262
C 3.07265 3.05369 -2.72332 -0.214
C 2.23598 4.19061 -2.57787 -0.160
C 2.37482 5.32198 -3.41754 -0.219
C 3.32169 5.32237 -4.45916 -0.099
C 4.06863 4.14105 -4.71306 -0.183
C 3.88630 3.04228 -3.86300 -0.217
Se 3.41682 1.60784 -1.48365 -0.074
H -1.22095 -0.13323 -1.36465 -0.044
H 1.49692 4.21727 -1.78218 0.204
H 1.77039 6.22783 -3.27894 0.255
H 3.49721 6.21560 -5.08645 0.259
H 4.78390 4.10113 -5.54432 0.261
H 4.51935 2.15293 -4.06298 0.236
C -2.23438 -2.68740 1.99473 -0.666
C -1.06874 -2.50559 1.04035 -0.051
O -0.78707 -1.08911 0.76890 -0.826
H -2.05458 -2.19116 2.95423 0.238
H -2.33970 -3.75793 2.19783 0.273
H -3.18548 -2.34072 1.57562 0.235
H -0.12546 -2.88259 1.44460 0.188
H -1.23342 -2.99763 0.07108 0.182
H -1.53552 -0.57328 1.11637 0.519